1.
Computed, not measured: a single C20H18N4O2S molecule, with ωB97M-V/def2-TZVPD.

## Properties
Kohn-Sham gap ... 7.78 eV
HOMO ... -0.2893 Ha
LUMO energy ... -0.0034 hartree

Last column: Löwdin charge in e.
CARTESIAN COORDINATES (ANGSTROEM)
O: 1.271 1.707 -1.537  0.06
C: 0.392 1.041 -0.987  -0.39
C: 0.302 0.889 0.455  -0.09
C: 1.082 1.555 1.376  0.02
N: 0.899 1.422 2.754  0.02
C: 1.951 1.756 3.688  -0.19
C: 2.781 0.511 3.959  -0.16
C: 3.616 0.012 2.754  -0.26
O: 4.551 0.998 2.339  -0.07
C: -0.865 0.045 0.641  -0.19
C: -1.390 -0.568 1.876  -0.18
C: -0.541 -1.306 2.719  -0.07
C: -1.009 -1.940 3.844  -0.09
C: -2.353 -1.819 4.182  -0.09
C: -3.264 -1.170 3.335  -0.06
C: -2.743 -0.486 2.220  -0.02
N: -1.454 -0.219 -0.509  0.15
N: -0.752 0.437 -1.498  -0.03
C: -1.029 0.218 -2.869  -0.47
N: -0.296 0.679 -3.873  0.13
C: -0.736 0.176 -5.067  -0.36
C: -0.107 0.457 -6.267  0.00
C: -0.673 -0.009 -7.467  -0.10
C: -1.777 -0.786 -7.413  -0.10
C: -2.391 -1.088 -6.167  -0.08
C: -1.830 -0.623 -5.013  -0.52
S: -2.344 -0.857 -3.382  1.08
H: 1.858 2.220 1.002  0.15
H: 0.102 0.847 3.064  0.12
H: 1.503 2.137 4.648  0.13
H: 2.598 2.535 3.293  0.12
H: 3.419 0.677 4.819  0.11
H: 2.154 -0.320 4.207  0.09
H: 2.957 -0.236 1.923  0.10
H: 4.133 -0.956 3.000  0.13
H: 5.233 0.643 1.762  0.09
H: 0.531 -1.404 2.507  0.12
H: -0.340 -2.453 4.510  0.10
H: -2.714 -2.213 5.132  0.10
H: -4.304 -1.122 3.637  0.10
H: -3.437 0.105 1.567  0.13
H: 0.741 1.157 -6.322  0.12
H: -0.211 0.230 -8.413  0.10
H: -2.238 -1.172 -8.328  0.11
H: -3.276 -1.710 -6.100  0.10

***

2.
Computed, not measured: a molecular structure, C20H19AlNO5S, with ωB97M-V/def2-TZVPD.

## Properties
Kohn-Sham gap ... 5.48 eV
HOMO ... -0.1036 Ha
LUMO energy ... 0.0977 hartree
Charge ... -1

Last column: Löwdin charge in e.
CARTESIAN COORDINATES (ANGSTROEM)
Al: -0.557 0.094 -2.782  0.01
O: -0.404 0.366 -6.194  -0.15
S: -1.502 0.371 -5.107  0.51
O: -2.757 0.443 -5.762  -0.22
O: -1.171 1.439 -4.118  -0.24
O: -1.285 -0.857 -4.244  -0.21
N: 1.714 0.475 -4.722  0.04
C: 1.320 0.489 -3.634  -0.09
H: 0.525 0.351 -5.769  0.02
C: -1.165 0.568 -1.096  -0.01
C: -0.808 0.834 0.059  -0.16
C: -0.416 1.113 1.362  -0.21
C: -0.339 2.498 1.796  -0.19
C: -0.344 3.551 0.858  -0.04
C: -0.305 4.877 1.250  -0.12
C: -0.255 5.229 2.596  -0.14
C: -0.262 4.208 3.538  -0.12
C: -0.308 2.878 3.153  -0.07
C: -0.047 -0.029 2.193  -0.19
C: -0.640 -1.292 1.987  -0.06
C: -0.258 -2.409 2.712  -0.13
C: 0.728 -2.324 3.689  -0.14
C: 1.318 -1.086 3.920  -0.12
C: 0.943 0.033 3.195  -0.06
H: -0.384 3.305 -0.195  0.10
H: -0.308 5.652 0.491  0.09
H: -0.219 6.267 2.899  0.08
H: -0.246 4.449 4.596  0.09
H: -0.350 2.114 3.919  0.10
H: -1.423 -1.368 1.241  0.10
H: -0.748 -3.360 2.527  0.09
H: 1.023 -3.196 4.259  0.08
H: 2.097 -0.994 4.670  0.09
H: 1.447 0.974 3.376  0.10
C: -0.107 -3.585 -0.889  -0.13
C: 1.363 -3.157 -0.923  -0.13
C: 1.261 -1.692 -1.282  -0.13
O: 0.185 -1.663 -2.265  -0.21
C: -0.771 -2.717 -1.957  -0.13
H: -0.528 -3.358 0.089  0.09
H: -0.246 -4.647 -1.086  0.11
H: 1.909 -3.698 -1.699  0.12
H: 1.862 -3.302 0.034  0.12
H: 2.141 -1.274 -1.763  0.12
H: 0.975 -1.078 -0.428  0.12
H: -0.966 -3.239 -2.892  0.13
H: -1.691 -2.253 -1.599  0.12

***

3.
Computed, not measured: a molecular structure, C20H19BF7N5O2STi, with ωB97M-V/def2-TZVPD.

## Properties
Kohn-Sham gap (alpha / beta) ... 4.63 / 7.13 eV
⟨S²⟩ ... 2.017
HOMO (alpha / beta) ... 0.0060 / -0.0913 Ha
LUMO energy (alpha / beta) ... 0.1760 / 0.1708 hartree
Spin multiplicity ... 3
Charge ... -2

Last column: Mulliken spin population.
CARTESIAN COORDINATES (ANGSTROEM)
Ti: -0.727 -1.161 1.365  1.02
N: 3.361 -0.498 0.029  0.00
C: 2.220 -0.516 0.820  -0.01
S: 1.594 -2.089 1.267  -0.02
N: 1.757 0.640 1.179  0.00
N: 0.593 0.525 1.919  -0.01
C: 0.367 1.430 2.787  0.02
C: -0.727 1.361 3.739  0.00
C: -1.014 2.478 4.524  0.01
C: -1.976 2.450 5.512  0.00
C: -2.667 1.256 5.739  0.00
C: -2.396 0.134 4.988  -0.01
C: -1.434 0.151 3.955  0.00
O: -1.211 -0.929 3.264  0.00
H: 3.421 -1.319 -0.553  0.00
H: 3.432 0.363 -0.498  0.00
H: 1.067 2.264 2.859  0.00
H: -0.460 3.392 4.331  0.00
H: -2.198 3.336 6.094  0.00
H: -3.430 1.212 6.508  0.00
H: -2.931 -0.794 5.143  0.00
C: 0.643 -0.875 -4.945  0.12
N: 1.063 -1.277 -3.607  -0.10
N: 0.355 -0.505 -2.639  0.03
C: -0.109 -1.395 -1.627  0.30
O: -0.642 -0.914 -0.556  0.10
C: 0.142 -2.679 -2.044  -0.17
C: 0.778 -2.647 -3.286  0.63
C: 1.618 -3.707 -3.904  -0.01
C: 0.852 0.776 -2.354  -0.08
C: 0.077 1.663 -1.601  0.04
C: 0.567 2.919 -1.299  -0.01
C: 1.808 3.337 -1.770  0.02
C: 2.561 2.468 -2.546  0.00
C: 2.095 1.192 -2.835  0.08
H: 0.914 0.168 -5.115  0.01
H: -0.439 -0.996 -5.077  -0.04
H: 1.170 -1.495 -5.671  0.00
H: -0.104 -3.551 -1.461  -0.01
H: 1.271 -4.686 -3.572  -0.01
H: 2.680 -3.609 -3.618  0.03
H: 1.581 -3.697 -4.999  0.03
H: -0.897 1.363 -1.246  -0.01
H: -0.040 3.565 -0.676  0.00
H: 2.184 4.324 -1.529  0.00
H: 3.531 2.776 -2.923  0.00
H: 2.690 0.500 -3.417  0.01
F: -4.013 1.841 1.537  0.00
B: -2.942 1.490 0.719  0.00
F: -2.481 0.166 1.127  0.02
F: -3.338 1.431 -0.617  0.00
F: -1.879 2.392 0.871  0.00
F: -2.300 -3.578 0.184  0.00
C: -1.872 -3.109 1.421  -0.02
F: -1.139 -4.190 1.916  0.00
F: -3.022 -3.151 2.184  0.00

***

4.
Computed, not measured: a molecular structure, C20H19CaN6O7P2S, with ωB97M-V/def2-TZVPD.

## Properties
Kohn-Sham gap ... 5.97 eV
HOMO ... -0.1615 Ha
LUMO energy ... 0.0580 hartree
Charge ... -1

Last column: Löwdin charge in e.
CARTESIAN COORDINATES (ANGSTROEM)
Ca: -2.172 -1.339 -0.117  1.35
S: -3.193 4.006 0.389  0.91
C: -1.480 3.961 0.398  -0.48
C: -0.958 2.707 0.323  -0.25
C: -1.975 1.702 0.220  -0.19
C: -3.233 2.224 0.230  -0.54
C: -4.430 1.406 0.124  -0.34
C: -5.699 2.006 0.141  -0.05
C: -6.813 1.164 0.257  -0.05
C: -6.576 -0.266 0.487  -0.08
C: -5.307 -0.752 0.451  -0.14
N: -4.293 0.109 0.209  0.01
H: -0.998 4.885 0.560  0.02
H: 0.059 2.437 0.197  0.04
H: -5.778 3.086 0.137  0.08
H: -7.845 1.601 0.241  0.10
H: -7.422 -0.904 0.794  0.10
H: -5.160 -1.840 0.414  0.10
O: -3.152 -5.130 -2.259  -0.14
P: -2.735 -3.919 -1.280  0.22
O: -3.909 -2.963 -1.083  -0.39
O: -1.518 -3.063 -1.698  -0.44
O: -2.366 -4.705 0.107  -0.29
P: -2.179 -4.213 1.642  0.18
O: -0.698 -4.870 1.832  -0.16
O: -3.185 -4.798 2.576  -0.31
O: -2.021 -2.717 1.603  -0.47
H: -2.584 -5.908 -1.956  0.11
H: -0.691 -5.288 2.715  0.08
C: 1.448 -2.640 0.413  0.00
C: 1.363 -1.336 -0.295  -0.33
N: 0.310 -0.835 -0.963  0.04
C: 0.737 0.378 -1.489  -0.16
C: 2.009 0.674 -1.112  -0.06
N: 2.457 -0.496 -0.427  -0.01
C: 3.829 -0.727 0.077  -0.09
N: 4.720 0.326 -0.378  -0.05
N: 5.877 -0.086 -1.128  0.06
N: 6.674 0.914 -1.337  0.05
C: 6.172 2.037 -0.681  -0.23
C: 6.645 3.351 -0.792  -0.03
C: 5.858 4.319 -0.224  -0.09
C: 4.681 3.973 0.493  -0.04
C: 4.162 2.651 0.599  -0.02
C: 4.919 1.711 -0.034  -0.15
H: 0.442 -3.094 0.494  0.06
H: 1.875 -2.489 1.416  0.09
H: 2.008 -3.325 -0.226  0.09
H: 0.084 0.943 -2.160  0.11
H: 2.576 1.595 -1.327  0.11
H: 4.242 -1.689 -0.304  0.14
H: 3.883 -0.751 1.197  0.14
H: 7.648 3.428 -1.223  0.12
H: 6.212 5.320 -0.298  0.09
H: 4.148 4.821 0.878  0.09
H: 3.336 2.411 1.176  0.09

***

5.
Computed, not measured: 3 unconnected molecules or ions with the total composition C20H19Cl2F6N2O7PS, with ωB97M-V/def2-TZVPD.

## Properties
Kohn-Sham gap ... 7.98 eV
HOMO ... -0.3304 Ha
LUMO energy ... -0.0371 hartree

Last column: Löwdin charge in e.
CARTESIAN COORDINATES (ANGSTROEM)
O: 2.622 -0.150 -5.827  0.16
C: 2.253 0.100 -4.725  -0.35
C: 0.850 0.563 -4.242  -0.04
C: -0.414 0.721 -4.945  0.03
C: -1.572 1.187 -4.198  -0.01
C: -1.546 1.550 -2.772  -0.16
C: -2.812 2.047 -2.025  -0.20
C: -4.164 1.685 -2.793  -0.25
C: -4.388 0.145 -3.023  -0.55
Cl: -3.865 -0.912 -1.629  0.59
C: -0.263 1.436 -2.067  -0.25
P: 0.072 1.881 -0.281  0.65
O: -0.143 3.572 -0.305  -0.35
Cl: -1.381 1.056 0.995  0.22
C: 0.893 0.926 -2.820  -0.05
C: 2.352 0.660 -2.344  -0.35
O: 2.876 0.810 -1.280  0.08
N: 3.006 0.109 -3.494  -0.01
N: 3.813 -1.045 -3.221  0.11
C: 3.085 -1.987 -2.836  -0.71
S: 2.440 -3.382 -2.431  0.79
H: -0.450 0.480 -6.036  0.13
H: -2.518 1.289 -4.785  0.10
H: -2.929 1.642 -0.994  0.03
H: -2.788 3.173 -1.986  0.13
H: -4.996 2.030 -2.115  0.11
H: -4.263 2.290 -3.731  0.11
H: -5.498 -0.010 -3.111  0.07
H: -3.911 -0.239 -3.954  0.06
H: 0.115 3.844 0.595  0.04
C: 4.220 0.562 1.050  -0.07
C: 5.626 0.578 1.616  -0.19
O: 5.805 1.663 2.547  0.03
C: 5.260 1.493 3.754  -0.39
O: 4.650 0.522 4.100  0.17
C: 5.550 2.701 4.646  -0.53
F: 5.269 3.866 4.033  0.16
F: 6.848 2.751 5.002  0.16
F: 4.837 2.679 5.779  0.16
H: 3.981 1.523 0.599  0.07
H: 4.117 -0.218 0.301  0.07
H: 3.479 0.386 1.832  0.08
H: 6.341 0.742 0.808  0.13
H: 5.887 -0.373 2.086  0.13
C: -3.827 -2.981 5.178  -0.06
C: -4.668 -3.058 3.919  -0.20
O: -3.902 -2.699 2.756  0.03
C: -3.046 -3.625 2.312  -0.38
O: -2.885 -4.702 2.810  0.17
C: -2.324 -3.128 1.060  -0.53
F: -1.819 -1.894 1.218  0.10
F: -3.151 -3.077 -0.002  0.09
F: -1.299 -3.918 0.713  0.17
H: -3.381 -1.989 5.278  0.08
H: -4.434 -3.189 6.060  0.08
H: -3.005 -3.697 5.152  0.08
H: -5.487 -2.340 3.984  0.12
H: -5.116 -4.046 3.790  0.13

***

6.
Computed, not measured: 3 unconnected molecules or ions with the total composition C20H19Cl2FO6, with ωB97M-V/def2-TZVPD.

## Properties
Kohn-Sham gap ... 7.82 eV
HOMO ... -0.3477 Ha
LUMO energy ... -0.0603 hartree

Last column: Löwdin charge in e.
CARTESIAN COORDINATES (ANGSTROEM)
C: -0.889 0.478 -1.709  -0.12
C: -1.063 0.567 -0.223  -0.69
Cl: -0.357 1.984 0.487  0.80
C: -1.670 -0.322 0.562  -0.59
Cl: -2.327 -1.725 -0.235  0.78
C: -1.841 -0.195 2.077  -0.45
C: -2.679 1.062 2.403  -0.01
O: -0.566 -0.015 2.740  -0.02
C: 0.531 -0.610 2.219  -0.36
O: 1.607 -0.099 2.266  0.10
C: -2.539 -1.381 2.779  -0.35
C: -1.874 -2.750 2.764  -0.04
F: -3.842 -1.471 2.309  -0.03
H: -0.803 1.486 -2.112  0.07
H: 0.034 -0.049 -1.954  0.09
H: -1.734 -0.011 -2.185  0.06
H: -2.074 1.722 3.024  0.09
H: -3.575 0.797 2.959  0.09
H: -2.950 1.619 1.510  0.08
H: 0.370 -1.601 1.773  0.14
H: -2.601 -1.056 3.821  0.15
H: -1.228 -2.853 3.636  0.09
H: -2.655 -3.507 2.839  0.09
H: -1.293 -2.945 1.867  0.04
O: -0.244 -2.155 -3.686  0.09
C: -0.209 -3.355 -3.522  -0.38
C: -1.289 -4.236 -4.035  0.02
C: -1.252 -5.552 -3.847  0.02
C: -0.130 -6.196 -3.117  -0.39
O: -0.097 -7.395 -2.946  0.11
C: 0.950 -5.314 -2.604  0.02
C: 0.913 -3.998 -2.793  0.02
H: -2.095 -3.743 -4.563  0.12
H: -2.027 -6.216 -4.209  0.12
H: 1.756 -5.807 -2.075  0.12
H: 1.687 -3.334 -2.429  0.12
O: 2.458 4.417 -1.697  0.10
C: 2.785 4.994 -0.683  -0.39
C: 2.663 4.348 0.648  0.02
C: 3.020 4.984 1.760  0.02
C: 3.557 6.368 1.718  -0.39
O: 3.884 6.949 2.730  0.11
C: 3.680 7.015 0.386  0.02
C: 3.322 6.378 -0.726  0.02
H: 2.271 3.339 0.657  0.09
H: 2.939 4.533 2.741  0.12
H: 4.073 8.023 0.382  0.12
H: 3.402 6.827 -1.708  0.12

***

7.
Computed, not measured: a molecular structure, C20H19ClFeN6S, with ωB97M-V/def2-TZVPD.

## Properties
Kohn-Sham gap (alpha / beta) ... 7.28 / 7.70 eV
⟨S²⟩ ... 6.022
HOMO (alpha / beta) ... -0.2659 / -0.2914 Ha
LUMO energy (alpha / beta) ... 0.0015 / -0.0085 hartree
Spin multiplicity ... 5

Last column: Mulliken spin population.
CARTESIAN COORDINATES (ANGSTROEM)
Fe: 0.262 0.411 -0.439  3.70
N: -0.961 -1.214 -0.410  0.02
C: -1.643 -2.114 -0.693  0.01
C: -2.581 -3.099 -0.917  0.01
C: -2.532 -3.906 -2.081  0.00
N: -2.490 -4.547 -3.038  0.01
C: -3.600 -3.205 0.062  0.00
N: -4.397 -3.205 0.897  0.00
S: -0.112 1.178 1.984  0.06
C: -1.633 0.608 2.466  0.00
N: -2.085 0.648 3.727  0.00
C: -3.444 0.132 3.858  0.00
C: -3.684 -0.492 2.468  0.00
N: -2.566 0.044 1.690  0.00
H: -1.600 1.176 4.430  0.00
H: -4.150 0.935 4.073  0.00
H: -3.503 -0.608 4.654  0.00
H: -4.635 -0.180 2.039  0.00
H: -3.657 -1.582 2.484  0.00
H: -2.300 -0.346 0.798  0.00
C: -2.644 5.198 -3.528  0.00
C: -2.046 4.058 -2.759  0.00
C: -1.489 4.247 -1.500  0.00
C: -0.918 3.181 -0.832  0.01
N: -0.874 1.948 -1.349  0.00
C: -1.413 1.758 -2.561  0.02
C: -2.004 2.771 -3.285  0.00
H: -3.037 5.963 -2.860  0.00
H: -3.446 4.857 -4.181  0.00
H: -1.882 5.665 -4.156  0.00
H: -1.495 5.223 -1.034  0.00
H: -0.478 3.298 0.149  0.00
H: -1.368 0.750 -2.953  0.00
H: -2.425 2.554 -4.258  0.00
Cl: 1.347 -0.312 -2.956  0.02
C: 2.042 1.267 -2.583  0.05
C: 2.046 2.241 -3.561  -0.04
C: 2.453 3.525 -3.231  0.07
C: 2.837 3.792 -1.919  -0.03
C: 2.836 2.799 -0.960  0.08
C: 2.439 1.478 -1.252  -0.07
C: 2.313 0.439 -0.237  0.06
H: 1.720 1.995 -4.563  0.00
H: 2.468 4.301 -3.983  0.00
H: 3.155 4.791 -1.646  0.00
H: 3.148 3.023 0.054  0.00
H: 2.710 0.698 0.738  0.01
H: 2.585 -0.562 -0.568  0.00

***

8.
Computed, not measured: a single C20H19ClN4O4 molecule, with ωB97M-V/def2-TZVPD.

## Properties
Kohn-Sham gap ... 8.47 eV
HOMO ... -0.2885 Ha
LUMO energy ... 0.0226 hartree

Last column: Löwdin charge in e.
CARTESIAN COORDINATES (ANGSTROEM)
O: -0.237 3.311 -1.705  0.08
C: -0.055 2.998 -0.551  -0.49
C: -1.193 2.916 0.472  -0.03
N: -1.072 1.735 1.309  0.03
C: -0.917 1.918 2.651  -0.39
O: -0.905 3.024 3.153  0.09
C: -0.759 0.683 3.507  -0.19
C: -2.030 0.326 4.304  -0.10
C: -1.761 -1.127 4.721  -0.14
C: -0.677 -1.633 3.740  -0.13
N: -0.447 -0.544 2.808  -0.02
C: -0.797 -0.681 1.498  -0.23
N: -0.807 -1.905 0.991  0.14
C: -1.059 -2.081 -0.295  -0.17
C: -1.318 -1.021 -1.140  -0.64
Cl: -1.634 -1.277 -2.817  0.74
C: -1.327 0.277 -0.632  -0.01
C: -1.068 0.466 0.712  -0.10
N: 1.152 2.706 -0.023  0.09
C: 2.278 2.334 -0.861  -0.12
C: 2.221 0.852 -1.146  -0.21
C: 2.378 -0.053 -0.106  -0.05
C: 2.243 -1.426 -0.294  0.01
C: 1.952 -1.852 -1.566  -0.22
C: 1.800 -0.950 -2.621  -0.22
C: 1.918 0.405 -2.434  0.06
O: 1.528 -1.637 -3.769  0.02
C: 1.472 -2.998 -3.404  -0.17
O: 1.765 -3.125 -2.028  0.03
H: -1.152 3.782 1.141  0.14
H: -2.151 2.925 -0.055  0.14
H: 0.052 0.889 4.221  0.17
H: -2.186 0.993 5.147  0.12
H: -2.897 0.387 3.643  0.12
H: -2.664 -1.729 4.657  0.11
H: -1.395 -1.170 5.745  0.11
H: -0.977 -2.515 3.176  0.11
H: 0.256 -1.848 4.267  0.12
H: -1.050 -3.104 -0.642  0.11
H: -1.537 1.098 -1.297  0.11
H: 1.191 2.400 0.937  0.14
H: 2.196 2.905 -1.786  0.12
H: 3.201 2.605 -0.343  0.13
H: 2.614 0.311 0.884  0.11
H: 2.353 -2.123 0.518  0.12
H: 1.774 1.095 -3.249  0.13
H: 2.209 -3.567 -3.992  0.14
H: 0.463 -3.393 -3.605  0.12